1.
Formula: C4H5NO2
Source: OMol25
Level of theory: the ωB97M-V functional and the def2-TZVPD basis

Calculated values
HOMO-LUMO gap (eV): 8.8
HOMO energy (eV): -9.18
ΔE to the lowest compared entry with this formula, charge and spin (kJ/mol): 913.6
Electronic energy (a.u.): -360.32144

The geometry in ORCA input format:
```
! RIJCOSX wB97M-V def2-TZVPD def2/J DEFGRID3
* xyz 0 1
C 1.94865 0.02289 0.11059
C 3.14663 -0.30038 -0.32906
C 0.63203 0.02062 0.27584
C -1.31234 -0.78504 -0.21811
N -2.27007 0.07702 -0.13317
O -2.05214 1.39614 0.05267
O -3.44238 -0.22386 -0.17167
H 3.69928 -0.93012 0.26855
H 3.56598 0.22972 -1.16610
H 0.41527 0.44556 1.25876
H -2.92921 1.84730 0.15016
H -1.40169 -1.79983 -0.09844
*
```



2.
Formula: C3H12O2S2
Source: OMol25
Level of theory: the ωB97M-V functional and the def2-TZVPD basis

Calculated values
HOMO-LUMO gap (eV): 9.5
HOMO energy (eV): -8.95
ΔE to the lowest compared entry with this formula, charge and spin (kJ/mol): 17.8
Electronic energy (a.u.): -1068.35744

The geometry in ORCA input format:
```
! RIJCOSX wB97M-V def2-TZVPD def2/J DEFGRID3
* xyz 0 1
C -0.15439 -1.40816 2.00066
C -1.06583 -1.12188 0.83555
S -0.32833 -1.47106 -0.79676
S -1.68221 -0.58612 -2.04681
C -1.07016 1.09468 -2.29423
H 0.10711 -2.45784 2.12611
H 0.77317 -0.83959 1.96942
H -0.68287 -1.19455 2.93087
H -1.37228 -0.08203 0.83545
H -1.94712 -1.75253 0.90339
H -0.87022 1.23592 -3.35332
H -0.11980 1.23439 -1.80743
H -1.75168 1.85060 -1.91663
H 3.18285 -0.43054 -0.26213
H 1.81517 -0.19317 -0.94876
O 2.52207 0.24975 -0.44312
H 1.33082 1.30450 0.73602
H 0.79611 2.74069 0.70509
O 0.51757 1.82695 0.82664
*
```



3.
Formula: C5H4O2
Source: OMol25
Level of theory: the ωB97M-V functional and the def2-TZVPD basis

Calculated values
HOMO-LUMO gap (eV): 8.8
HOMO energy (eV): -8.68
ΔE to the lowest compared entry with this formula, charge and spin (kJ/mol): 132.0
Electronic energy (a.u.): -343.34207

The geometry in ORCA input format:
```
! RIJCOSX wB97M-V def2-TZVPD def2/J DEFGRID3
* xyz 0 1
O -0.28113 1.90438 -0.38888
C -1.15892 1.12435 -0.06782
C -1.16578 -0.31025 -0.37386
C -0.06462 -1.08529 -0.33372
C 1.27683 -0.70835 0.06331
C 1.63265 0.48007 0.54923
O 2.02080 1.46139 1.02481
H -2.01168 1.48308 0.53629
H -2.13877 -0.75886 -0.55159
H -0.18315 -2.14755 -0.54418
H 2.07379 -1.44296 0.08640
*
```



4.
Formula: C29H57BBrFN6O10
Source: OMol25
Level of theory: the ωB97M-V functional and the def2-TZVPD basis

Calculated values
HOMO-LUMO gap (eV): 8.8
HOMO energy (eV): -8.65
Electronic energy (a.u.): -4918.60313

The geometry in ORCA input format:
```
! RIJCOSX wB97M-V def2-TZVPD def2/J DEFGRID3
* xyz 0 1
N 1.18123 -3.64271 4.98621
B 0.20280 -3.43420 3.87965
O -0.85597 -4.42874 3.70411
C 0.17537 -2.14810 2.85923
C 1.40524 -1.10971 3.13692
O 1.96310 -0.72491 1.84656
C 2.16504 0.69576 1.75860
C 3.35565 1.43920 2.45424
C 3.51406 2.97796 2.27946
C 2.45582 3.74623 1.44375
C 1.26006 3.01880 0.74267
C 1.12190 1.48089 0.88998
O -1.11741 -1.49991 2.74189
C -1.74832 -1.28431 4.02598
C -2.79744 -0.04756 3.79978
C -2.08105 1.34276 4.21551
C -2.43418 2.53802 3.17206
O -2.81709 3.66788 3.59526
Br -2.32823 2.33654 1.19938
N -4.09474 -0.24888 4.49889
C -5.23145 0.42934 3.80996
C -5.74578 -0.30751 2.47273
C -7.04921 0.39456 1.80106
O -6.58546 1.15710 0.65579
C 0.48708 -2.76802 1.38566
O 1.42110 -3.59302 1.17666
N -0.37536 -2.33500 0.27054
C -0.00764 -2.99986 -0.99538
O -0.74202 -3.91431 -1.42414
F 1.14810 -2.55582 -1.69976
H 2.00564 -4.15303 4.63934
H 0.75661 -4.08574 5.81166
H -1.59992 -3.98145 3.23428
H 1.04455 -0.20015 3.73258
H 2.25452 -1.64567 3.70732
H 4.10828 0.86216 3.08566
H 4.38896 3.56234 2.74399
H 2.52030 4.87574 1.30452
H 0.53048 3.64651 0.12973
H 0.22698 0.97641 0.37308
H -2.41814 -2.16698 4.37024
H -1.03350 -0.92420 4.85237
H -3.00716 -0.00806 2.67457
H -2.55433 1.67893 5.21494
H -0.93721 1.23271 4.35424
H -4.32020 -1.24007 4.65575
H -6.10080 0.50314 4.57208
H -4.94345 1.52252 3.54858
H -4.90453 -0.24019 1.69348
H -5.98577 -1.41781 2.65181
H -7.56143 1.05980 2.60046
H -7.73484 -0.43312 1.41332
H -6.26235 2.04931 0.93822
H -0.40944 -1.30729 0.17314
C -1.93104 3.79412 -4.31646
C -2.75036 3.08685 -3.24123
C -4.08979 3.78499 -2.92758
O -3.96749 4.95216 -2.11864
C -3.62752 6.12955 -2.83286
N -1.92489 2.93814 -2.03508
H -1.45044 4.70296 -3.94861
H -1.13434 3.13792 -4.67946
H -2.55624 4.06080 -5.17321
H -2.98456 2.08629 -3.62147
H -4.70366 3.08826 -2.34542
H -4.65359 4.00392 -3.84224
H -4.07152 6.14911 -3.83220
H -2.54198 6.23072 -2.89555
H -4.00523 6.98579 -2.27019
H -2.44103 2.38248 -1.35486
H -1.86222 3.85770 -1.59571
C 2.01934 -2.39053 -5.52685
C 1.51903 -1.42798 -6.59999
C 1.04904 -0.06995 -6.03847
O -0.23355 -0.10399 -5.41816
C -0.22255 -0.55267 -4.07271
N 0.45921 -2.08776 -7.37414
H 1.20674 -2.83320 -4.94740
H 2.56947 -3.21748 -5.98550
H 2.69804 -1.88578 -4.83328
H 2.36111 -1.22959 -7.27250
H 0.94908 0.62525 -6.87979
H 1.79508 0.36663 -5.36345
H 0.68174 -0.24337 -3.54081
H -0.33288 -1.63864 -4.03899
H -1.08727 -0.11857 -3.56535
H 0.19485 -1.47966 -8.14806
H -0.37633 -2.10751 -6.78829
C 4.42027 -2.76196 1.01357
C 5.16151 -1.56067 0.43764
C 6.45976 -1.93760 -0.30559
O 7.55608 -2.25132 0.55017
C 7.55827 -3.58310 1.03790
N 5.41843 -0.59679 1.51660
H 4.90035 -3.16146 1.91008
H 3.40465 -2.48000 1.29636
H 4.34701 -3.56735 0.27739
H 4.49288 -1.08841 -0.29110
H 6.78113 -1.06444 -0.88487
H 6.28962 -2.74345 -1.02952
H 7.16023 -4.29162 0.30603
H 6.99494 -3.64217 1.97154
H 8.59143 -3.85907 1.25952
H 5.82845 0.24396 1.11098
H 6.17227 -0.97976 2.08924
*
```



no.,largest force on an atom (eV/A)
1,6.57
2,0.66
3,1.11
4,6.04